# 1
C33H49N3O10S2SiW | ωB97M-V/def2-TZVPD

Geometry (Å):
W1 0.527 1.408 1.358
O1 -1.109 2.096 3.021
C1 -0.584 2.895 4.079
C2 0.622 2.142 4.559
N1 1.610 1.966 3.477
C3 2.389 3.184 3.215
C4 1.716 4.056 2.153
O2 2.048 5.201 1.989
O3 0.757 3.444 1.494
C5 2.406 0.765 3.762
C6 1.534 -0.449 3.420
O4 1.723 -1.521 3.930
O5 0.575 -0.153 2.570
H1 -1.665 2.621 2.430
H2 -1.315 2.982 4.884
H3 -0.335 3.896 3.722
H4 0.289 1.151 4.871
H5 1.079 2.631 5.424
H6 3.377 2.919 2.842
H7 2.530 3.784 4.117
H8 2.718 0.701 4.805
H9 3.284 0.745 3.123
C7 -4.161 -2.230 1.419
C8 -3.383 -1.046 1.983
C9 -2.785 -1.376 3.348
C10 -4.268 0.188 2.072
O6 -2.318 -0.690 1.083
Si1 -1.207 -1.621 0.325
S1 0.342 -0.300 -0.299
O7 -1.802 -2.432 -0.970
C11 -2.039 -2.146 -2.350
C12 -3.049 -3.191 -2.806
C13 -2.622 -0.748 -2.521
C14 -0.737 -2.298 -3.124
O8 -0.766 -2.772 1.388
C15 -0.067 -4.017 1.230
C16 -1.005 -5.056 0.626
C17 1.163 -3.812 0.357
C18 0.340 -4.427 2.638
H10 -4.948 -2.536 2.111
H11 -3.491 -3.078 1.260
H12 -4.617 -1.965 0.464
H13 -3.557 -1.351 4.121
H14 -2.020 -0.637 3.589
H15 -2.316 -2.361 3.337
H16 -5.169 -0.029 2.650
H17 -4.557 0.517 1.073
H18 -3.723 0.996 2.565
H19 -3.945 -3.132 -2.186
H20 -2.628 -4.194 -2.710
H21 -3.329 -3.027 -3.849
H22 -3.571 -0.657 -1.991
H23 -2.793 -0.537 -3.579
H24 -1.937 0.006 -2.128
H25 -0.333 -3.304 -2.987
H26 0.004 -1.572 -2.788
H27 -0.912 -2.140 -4.191
H28 -1.327 -4.753 -0.369
H29 -1.886 -5.174 1.261
H30 -0.497 -6.021 0.562
H31 0.877 -3.512 -0.655
H32 1.731 -4.742 0.294
H33 1.800 -3.035 0.782
H34 -0.550 -4.603 3.247
H35 0.928 -3.634 3.104
H36 0.927 -5.347 2.609
C19 -1.407 2.011 -5.577
O9 -0.597 2.044 -4.414
C20 0.523 1.279 -4.386
C21 0.938 0.442 -5.406
C22 2.093 -0.314 -5.245
C23 2.820 -0.241 -4.069
C24 2.406 0.594 -3.042
C25 1.268 1.371 -3.196
N2 0.727 2.239 -2.221
C26 1.245 2.734 -1.119
C27 2.703 2.739 -0.844
C28 3.541 3.503 -1.652
C29 4.902 3.558 -1.421
C30 5.439 2.828 -0.369
C31 4.624 2.059 0.441
C32 3.245 2.003 0.221
O10 2.493 1.229 0.997
H37 -2.205 2.726 -5.405
H38 -1.834 1.017 -5.730
H39 -0.836 2.303 -6.461
H40 0.366 0.365 -6.319
H41 2.411 -0.972 -6.043
H42 3.707 -0.845 -3.937
H43 2.956 0.618 -2.113
H44 -0.248 2.477 -2.396
H45 0.628 3.491 -0.652
H46 3.106 4.062 -2.473
H47 5.538 4.165 -2.051
H48 6.505 2.856 -0.180
H49 5.040 1.467 1.247
S2 -2.885 2.977 -1.552
C33 -1.943 2.458 -0.372
N3 -1.244 2.090 0.502

LUMO (alpha / beta)	-0.641 / -1.243	eV
gap between HOMO and LUMO (alpha / beta)	0.2409 / 0.2584	Ha
E_tot	-3356.8003	hartree
multiplicity	3
charge	0

=====

# 2
C9H10N2S | ωB97M-V/def2-TZVPD

Geometry (Å):
C1 -1.903 -1.913 0.513
C2 -1.405 -1.239 -0.750
C3 -0.377 -0.176 -0.495
C4 0.965 -0.396 -0.771
C5 1.951 0.530 -0.481
S1 3.658 0.196 -0.918
C6 4.198 -0.509 0.539
N1 4.625 -1.014 1.497
C7 1.602 1.759 0.070
C8 0.269 2.045 0.338
C9 -0.743 1.072 0.062
N2 -2.067 1.380 0.402
H1 -2.647 -2.711 0.266
H2 -2.303 -1.170 1.207
H3 -1.051 -2.455 1.069
H4 -2.346 -0.884 -1.255
H5 -1.011 -2.022 -1.409
H6 1.286 -1.298 -1.218
H7 2.407 2.542 0.247
H8 -0.047 3.029 0.693
H9 -2.759 0.889 -0.135
H10 -2.303 2.346 0.527

LUMO	0.624	eV
gap between HOMO and LUMO	0.3396	Ha
E_tot	-856.6378	hartree
SMILES	CCc1cc(SC#N)ccc1N
charge	0

=====

# 3
C11H9BrIN2O4 | ωB97M-V/def2-TZVPD

Geometry (Å):
C1 -0.492 5.030 0.904
C2 -0.200 3.653 1.403
C3 -1.020 2.551 1.067
C4 -0.721 1.317 1.549
C5 0.395 1.202 2.395
Br1 0.830 -0.459 3.077
N1 1.099 2.294 2.680
I1 2.744 2.278 3.945
N2 0.838 3.502 2.199
H1 0.330 5.708 1.117
H2 -0.732 5.016 -0.158
H3 -1.373 5.407 1.432
H4 -1.868 2.701 0.411
H5 -1.307 0.439 1.318
C6 -1.349 -2.869 -1.533
C7 -0.795 -3.548 -2.553
C8 0.706 -3.624 -2.747
O1 1.105 -4.273 -3.690
C9 1.565 -2.924 -1.806
C10 1.004 -2.256 -0.794
C11 -0.492 -2.194 -0.598
O2 -0.890 -1.542 0.362
O3 1.699 -1.582 0.124
O4 -1.491 -4.195 -3.460
H6 -2.419 -2.807 -1.389
H7 2.634 -2.972 -1.957
H8 1.050 -1.255 0.781
H9 -0.849 -4.600 -4.078

LUMO	-5.009	eV
gap between HOMO and LUMO	0.2582	Ha
E_tot	-3706.4483	hartree
charge	+1